(1)
Below is 9 unconnected molecules or ions with the total composition C31H68F18N9O26S10 at a distorted geometry, with properties calculated with ωB97M-V/def2-TZVPD.

XYZ file:
```
162
Properties=species:S:1:pos:R:3
C -4.332 -0.891 1.203
O -4.872 0.246 1.753
C -4.228 1.413 1.182
C -5.071 2.647 1.459
N -6.567 2.384 1.479
H -6.771 1.704 2.198
H -6.932 3.262 1.820
C -7.225 2.105 0.147
C -8.165 1.041 0.180
O -7.561 -0.152 0.703
C -8.455 -1.206 1.018
H -4.460 -0.763 0.128
H -4.933 -1.789 1.349
H -3.254 -1.007 1.308
H -3.923 1.255 0.148
H -3.282 1.299 1.711
H -4.867 3.355 0.656
H -4.847 3.169 2.390
H -6.517 2.045 -0.680
H -7.765 3.003 -0.150
H -8.598 0.957 -0.817
H -9.036 1.220 0.811
H -8.911 -1.576 0.099
H -9.275 -0.876 1.655
H -7.973 -2.016 1.566
C -0.980 -1.581 4.607
O -1.463 -0.476 5.322
C -1.416 0.685 4.546
C -1.438 1.971 5.410
N -0.381 1.981 6.551
H 0.548 1.735 6.240
H -0.442 2.966 6.766
C -0.760 1.127 7.751
C -0.713 1.780 9.112
O 0.630 2.101 9.491
C 0.776 2.684 10.836
H -0.063 -1.408 4.043
H -1.809 -1.949 4.002
H -0.749 -2.460 5.208
H -2.141 0.641 3.732
H -0.485 0.783 3.987
H -2.412 2.035 5.894
H -1.237 2.859 4.809
H -0.096 0.264 7.715
H -1.807 0.860 7.609
H -1.184 1.028 9.744
H -1.286 2.707 9.137
H 0.178 3.588 10.957
H 1.814 2.866 11.113
H 0.363 1.963 11.543
C -1.753 2.998 -4.530
O -0.920 2.000 -5.026
C -1.030 0.799 -4.373
C 0.419 0.281 -4.356
N 0.993 -0.005 -5.786
H 0.496 0.557 -6.461
H 1.897 0.446 -5.790
C 1.218 -1.510 -6.107
C 2.097 -1.715 -7.349
O 1.643 -0.939 -8.479
C 2.342 -1.208 -9.701
H -1.410 3.932 -4.976
H -1.861 3.112 -3.451
H -2.742 2.792 -4.940
H -1.721 0.071 -4.798
H -1.404 0.977 -3.365
H 0.466 -0.602 -3.718
H 1.196 0.926 -3.945
H 0.196 -1.851 -6.277
H 1.600 -2.004 -5.214
H 1.974 -2.772 -7.585
H 3.157 -1.521 -7.184
H 1.891 -2.093 -10.149
H 3.422 -1.262 -9.563
H 2.175 -0.454 -10.470
C 6.324 -3.746 -2.843
C 5.031 -4.119 -2.076
C 4.559 -3.032 -1.158
C 3.117 -3.318 -0.655
N 2.546 -2.081 0.029
C 1.097 -2.341 0.512
C 0.433 -1.016 0.760
C 1.046 -0.089 -0.218
C 2.297 -0.742 -0.762
C 3.539 -1.651 1.170
H 6.200 -2.785 -3.343
H 6.576 -4.571 -3.509
H 7.135 -3.787 -2.115
H 5.013 -5.053 -1.513
H 4.167 -4.309 -2.713
H 4.721 -2.048 -1.599
H 5.298 -3.073 -0.358
H 3.135 -4.194 -0.006
H 2.559 -3.497 -1.573
H 1.122 -2.950 1.415
H 0.504 -2.937 -0.182
H 0.557 -0.670 1.786
H -0.652 -1.045 0.659
H 1.289 0.848 0.285
H 0.261 -0.061 -0.974
H 3.118 -0.037 -0.630
H 2.263 -1.085 -1.796
H 3.470 -2.482 1.872
H 3.096 -0.875 1.794
H 4.566 -1.496 0.840
N -0.245 -2.824 -2.912
S -1.733 -2.844 -2.806
O -2.327 -3.555 -1.711
O -2.459 -2.605 -4.059
F -1.822 -1.346 -2.203
S -0.101 -4.515 -3.221
O -1.062 -5.224 -4.006
O 0.573 -5.276 -2.199
F 1.134 -4.281 -4.207
N -2.349 -4.354 4.668
S -1.957 -4.854 3.312
O -2.373 -6.211 2.885
O -0.729 -4.345 2.771
F -3.058 -3.943 2.503
S -1.477 -5.551 5.451
O -0.056 -5.352 5.639
O -2.062 -6.904 5.532
F -1.987 -5.026 6.885
N 2.112 1.084 5.289
S 2.697 1.797 4.101
O 2.453 1.199 2.816
O 3.858 2.712 4.244
F 1.494 2.821 4.214
S 2.956 -0.345 5.151
O 4.398 -0.285 5.330
O 2.462 -1.334 4.223
F 2.512 -0.855 6.619
C 5.794 0.023 -4.669
F 6.353 0.346 -5.842
F 5.300 -1.298 -4.662
F 6.638 0.102 -3.643
S 4.323 1.281 -4.384
O 3.579 0.663 -3.315
O 4.985 2.478 -3.889
N 3.493 1.284 -5.877
S 3.805 2.675 -6.334
O 3.001 3.674 -5.677
O 5.227 2.891 -6.512
C 3.109 2.577 -8.216
F 1.787 2.401 -8.189
F 3.464 3.687 -8.770
F 3.675 1.516 -8.853
C -1.271 5.227 2.695
F -0.619 4.843 3.794
F -2.590 5.133 2.972
F -0.938 6.466 2.436
S -1.054 3.998 1.185
O -0.660 2.655 1.732
O -2.322 4.055 0.472
N 0.372 4.586 0.493
S 0.222 4.318 -1.011
O -0.390 3.065 -1.462
O -0.152 5.521 -1.725
C 2.100 4.028 -1.420
F 2.466 2.812 -1.005
F 2.267 3.993 -2.744
F 2.829 4.933 -0.835
```

Results
Spin multiplicity   1
Charge   -1

Atomic partial charges in e from the Löwdin method, atoms 1 to 8: number 1, C, carries -0.1162; number 2, O, carries -0.2095; number 3, C, carries -0.1592; number 4, C, carries -0.0658; number 5, N, carries 0.0955; number 6, H, carries 0.1689; number 7, H, carries 0.1691; number 8, C, carries -0.1087

***

(2)
Below is 5 unconnected molecules or ions with the total composition C31H69N3O7 at a distorted geometry, with properties calculated with ωB97M-V/def2-TZVPD.

XYZ file:
```
110
Properties=species:S:1:pos:R:3
C 12.056 21.892 -3.242
C 11.812 20.644 -2.378
C 11.489 19.474 -3.299
C 13.062 20.287 -1.594
C 13.385 21.258 -0.474
C 12.214 21.289 0.495
C 10.847 21.550 -0.174
C 9.803 21.014 0.799
C 10.724 23.088 -0.354
N 10.714 20.814 -1.430
O 9.580 21.291 -2.151
H 12.991 21.825 -3.803
H 11.237 22.035 -3.944
H 12.118 22.798 -2.641
H 11.031 18.638 -2.766
H 10.839 19.725 -4.138
H 12.416 19.096 -3.741
H 12.901 19.300 -1.135
H 13.906 20.136 -2.269
H 14.257 20.918 0.087
H 13.579 22.252 -0.883
H 12.360 22.154 1.154
H 12.226 20.449 1.195
H 8.763 21.270 0.528
H 9.864 21.330 1.840
H 9.763 19.925 0.671
H 10.400 23.527 0.586
H 9.987 23.296 -1.129
H 11.669 23.497 -0.705
H 8.888 20.663 -1.928
C 6.198 24.731 3.902
C 7.014 23.738 3.041
C 6.194 23.412 1.783
C 8.331 24.374 2.602
C 9.233 24.647 3.789
C 9.535 23.277 4.400
C 8.318 22.465 4.845
C 8.805 21.031 4.955
C 7.788 22.987 6.183
N 7.387 22.490 3.702
O 6.227 21.726 4.026
H 6.480 24.707 4.947
H 6.302 25.755 3.541
H 5.142 24.459 3.836
H 6.098 24.321 1.192
H 6.740 22.650 1.223
H 5.213 23.041 2.069
H 8.833 23.615 1.990
H 8.138 25.219 1.938
H 10.182 25.131 3.540
H 8.788 25.360 4.490
H 10.114 23.463 5.325
H 10.294 22.755 3.812
H 8.021 20.388 5.369
H 9.618 20.953 5.682
H 9.150 20.629 4.004
H 7.873 24.071 6.219
H 8.364 22.526 6.983
H 6.734 22.739 6.315
H 6.295 20.930 3.489
C 15.396 16.323 5.200
C 14.204 17.084 4.632
C 14.608 18.532 4.302
C 13.770 16.368 3.353
C 12.378 16.790 2.927
C 11.401 16.364 4.022
C 11.684 17.069 5.352
C 11.160 18.501 5.281
C 10.966 16.291 6.446
N 13.122 17.040 5.589
O 13.516 17.277 6.911
H 16.142 16.085 4.439
H 15.964 16.911 5.932
H 15.067 15.441 5.747
H 14.417 19.233 5.122
H 15.689 18.625 4.139
H 14.127 18.955 3.418
H 14.509 16.603 2.580
H 13.799 15.286 3.499
H 12.290 17.854 2.700
H 12.081 16.276 2.005
H 11.411 15.277 4.100
H 10.395 16.669 3.709
H 11.578 19.104 6.093
H 10.074 18.586 5.302
H 11.517 18.982 4.365
H 9.888 16.403 6.302
H 11.308 16.535 7.446
H 11.132 15.215 6.330
H 13.617 18.237 6.996
O 7.429 16.357 4.066
C 7.246 16.303 2.666
C 7.795 17.546 2.003
O 7.515 18.650 2.864
H 7.445 17.310 4.248
H 7.776 15.439 2.265
H 6.195 16.188 2.373
H 7.398 17.709 0.997
H 8.882 17.458 1.872
H 8.047 19.403 2.584
O 6.865 15.274 6.961
C 6.379 14.132 6.260
C 4.939 14.314 5.807
O 4.050 14.539 6.866
H 7.425 15.794 6.378
H 7.037 13.884 5.425
H 6.412 13.334 7.010
H 4.708 13.379 5.263
H 4.836 15.126 5.090
H 4.018 13.758 7.426
```

Results
Spin multiplicity   1
Charge   0
ΔE to the lowest compared entry with this formula, charge and spin   0.000 eV

Atomic partial charges in e from the Löwdin method, atoms 1 to 8: number 1, C, carries -0.0196; number 2, C, carries -0.5346; number 3, C, carries -0.0384; number 4, C, carries -0.1512; number 5, C, carries -0.1702; number 6, C, carries -0.1406; number 7, C, carries -0.4960; number 8, C, carries -0.0438

***

(3)
Below is a molecular structure, C31H70Br2ClCsFKMgN6O10PS at a distorted geometry, with properties calculated with ωB97M-V/def2-TZVPD.

XYZ file:
```
126
Properties=species:S:1:pos:R:3
C 2.504 -2.511 1.254
C 1.333 -1.921 0.373
C 0.062 -2.000 1.299
N -1.081 -1.200 0.939
C -2.324 -1.816 0.540
C -2.389 -2.434 -0.933
C -1.296 -3.453 -1.298
F -1.848 -4.301 -2.362
C -2.825 -3.021 1.457
C -2.626 -2.802 2.971
C -2.652 -4.219 3.641
Br -2.732 -3.928 5.591
C -3.596 -0.859 0.496
N -3.526 0.090 1.628
C -2.194 0.822 1.828
S -1.729 0.474 3.604
P -2.515 2.707 1.803
N -3.553 3.129 0.483
O -3.443 3.138 3.152
C -0.956 0.276 0.980
C -0.837 0.676 -0.518
C -0.708 2.135 -1.016
N -1.785 2.576 -1.965
C -1.395 3.966 -2.379
C -2.035 5.139 -1.467
C -1.664 1.805 -3.250
C -2.900 1.054 -3.764
O -0.665 1.760 -3.944
O 0.160 0.489 1.812
C 0.874 1.713 1.775
C 2.065 1.804 0.729
C 3.370 1.138 1.263
C 2.285 3.332 0.368
C 3.216 4.057 1.382
C 2.874 3.344 -1.103
H 2.154 -3.344 1.891
H 2.809 -1.701 1.940
H 3.383 -2.778 0.647
H 1.631 -0.887 0.151
H 1.265 -2.585 -0.499
H -0.215 -3.071 1.193
H 0.401 -1.953 2.355
H -2.477 -1.665 -1.720
H -3.352 -2.983 -0.945
H -0.986 -4.155 -0.514
H -0.463 -2.923 -1.790
H -3.851 -3.326 1.194
H -2.196 -3.904 1.189
H -3.492 -2.278 3.424
H -1.658 -2.363 3.260
H -1.743 -4.781 3.369
H -3.557 -4.760 3.317
H -4.534 -1.429 0.618
H -3.680 -0.330 -0.472
H -3.831 -0.436 2.493
H -4.273 0.778 1.493
H -2.834 0.911 4.305
H -3.688 4.140 0.512
H -4.506 2.764 0.607
H -4.362 2.900 2.906
H -1.687 0.243 -1.081
H 0.035 0.119 -0.909
H 0.226 2.206 -1.619
H -0.623 2.935 -0.267
H -1.805 4.075 -3.473
H -0.261 4.109 -2.446
H -3.129 5.076 -1.589
H -1.625 6.158 -1.788
H -1.739 4.986 -0.415
H -2.632 0.251 -4.465
H -3.541 0.700 -2.942
H -3.514 1.777 -4.345
H 1.390 1.807 2.754
H 0.299 2.648 1.676
H 1.816 1.310 -0.226
H 3.477 0.134 0.814
H 4.276 1.691 0.943
H 3.408 1.074 2.364
H 1.323 3.875 0.315
H 3.007 5.140 1.335
H 3.049 3.726 2.421
H 4.265 3.905 1.082
H 3.683 4.090 -1.161
H 3.301 2.353 -1.350
H 2.060 3.527 -1.830
C -6.575 -3.628 2.411
C -6.496 -2.091 2.392
O -5.257 -1.709 2.824
H -6.428 -4.024 3.419
H -7.562 -3.961 2.068
H -5.830 -4.080 1.748
H -7.368 -1.749 2.982
H -6.792 -1.797 1.359
K -3.659 1.399 5.504
N -6.273 5.009 4.792
O -6.117 3.896 4.210
O -6.093 6.060 4.161
O -6.597 5.034 5.985
C 8.627 2.776 -1.955
C 7.187 2.409 -2.054
O 6.356 2.611 -1.210
N 6.732 1.617 -3.204
C 5.686 2.309 -3.996
H 8.731 3.667 -1.340
H 9.175 1.948 -1.503
H 9.037 2.983 -2.945
H 7.580 1.268 -3.836
H 6.265 0.823 -2.766
H 5.417 1.648 -4.818
H 6.097 3.240 -4.381
H 4.821 2.490 -3.363
Br -3.811 -4.312 -3.403
Cs -0.804 5.516 -4.152
O 2.745 -3.803 -2.110
H 2.196 -4.591 -2.280
H 2.849 -3.397 -2.984
C 5.522 -5.734 -2.200
C 4.801 -6.932 -1.551
O 3.568 -7.073 -2.086
H 4.984 -4.802 -2.024
H 6.525 -5.620 -1.774
H 5.640 -5.870 -3.277
H 4.860 -6.753 -0.459
H 5.493 -7.788 -1.676
Mg 0.718 -5.577 -2.125
Cl 7.579 -0.324 -4.473
```

Results
Spin multiplicity   1
Charge   +1
ΔE to the lowest compared entry with this formula, charge and spin   6.171 eV

Atomic partial charges in e from the Löwdin method, atoms 1 to 8: number 1, C, carries -0.0887; number 2, C, carries -0.1922; number 3, C, carries -0.1680; number 4, N, carries -0.0286; number 5, C, carries -0.3359; number 6, C, carries -0.1365; number 7, C, carries -0.1974; number 8, F, carries -0.4949

***

The calculation returns the following lowest unoccupied orbital energy values, one per record and in order: -0.1, 0.3, -5.8 eV.